Computed, not measured: a 2-piece molecular cluster, C4H9N4O overall at a distorted geometry, with ωB97M-V/def2-TZVPD.

Highest occupied orbital energy (eV): -12.78
Energy above the lowest of the compared OMol25 structures with the same formula, charge and spin (kcal/mol): 101.9
Electronic energy (eV): -12291.2015
Net charge: +1
E_LUMO (hartree): -0.12656
Max |F| (eV Å⁻¹): 4.79

Geometry as XYZ:
```
18
Properties=species:S:1:pos:R:3:forces:R:3:lowdin_charge:R:1
H 0.928768 -0.363207 -1.335673 -1.646 0.317 1.009 0.17
H 1.133607 2.056602 -0.887013 0.417 0.130 -0.548 0.10
H 0.121972 -0.290227 1.472978 -0.604 -0.251 0.999 0.13
H -1.716674 -3.844233 0.488406 0.053 -1.135 0.047 0.10
N 0.419334 -0.947118 0.771538 2.536 1.352 -0.371 0.21
C -2.380971 -2.218054 -0.285643 -2.961 1.323 -0.426 -0.34
H 1.371773 -1.325345 1.110125 -1.647 0.888 -1.105 0.20
H -2.803987 0.892715 -3.208481 -1.493 1.141 -2.363 0.06
H 2.277809 1.035299 -0.018379 4.110 -1.312 -0.271 0.04
C -2.525104 0.541186 -2.303961 3.401 -0.289 2.042 0.22
N -1.725406 -2.856359 0.501916 1.303 0.388 0.222 0.17
H -0.231115 -1.728660 0.659287 -0.450 -0.101 -0.026 0.06
N -0.997681 0.448185 -0.541279 2.123 0.268 3.634 0.02
O -3.130332 -1.514474 -0.839048 1.136 -1.158 0.276 0.17
C 1.328052 1.292681 -0.152247 -4.540 1.261 0.845 -0.03
C 0.377093 0.162374 -0.457171 2.309 -2.534 -1.562 -0.31
N -1.583567 0.602773 -1.583953 -3.497 -0.597 -3.079 -0.07
H 1.080245 1.781954 0.772487 -0.549 0.308 0.675 0.09
```
Forces are in eV/Å.